Record 1
ORCA calculation (ωB97M-V/def2-TZVPD) on C4H8O3 in the gas phase in a non-equilibrium geometry.

ORCA input file:
```
! wB97M-V def2-TZVPD RIJCOSX def2/J DEFGRID3
* xyz 0 1
C 2.499 -0.237 -0.412
O 1.968 0.402 0.719
C 0.659 0.045 1.065
C -0.419 0.634 0.200
O -0.626 1.807 0.492
O -1.191 -0.039 -0.628
C -2.337 0.726 -1.044
H 3.521 0.134 -0.529
H 1.926 0.004 -1.319
H 2.524 -1.331 -0.288
H 0.585 -1.071 1.210
H 0.304 1.047 1.646
H -2.821 1.178 -0.175
H -2.027 1.520 -1.725
H -2.994 0.016 -1.539
*
```

The calculation puts the relative energy (zero: lowest compared OMol25 entry of this formula, charge and spin) at 3.314 eV. The calculation puts the max |F| at 4.1 eV/Å. Its total energy is -10417.689 eV. As for the SMILES: COCC(=O)OC. The value obtained for the highest occupied orbital energy is -10.03 eV.



Record 2
ORCA calculation (ωB97M-V/def2-TZVPD) on C4H8O3 in the gas phase.

ORCA input file:
```
! wB97M-V def2-TZVPD RIJCOSX def2/J DEFGRID3
* xyz 0 1
O 1.541 -1.391 -0.675
C 0.706 -0.616 -1.515
C 0.199 0.655 -0.805
C -0.398 0.224 0.521
O -1.513 -0.588 0.358
C -0.553 1.040 1.749
O -1.339 0.655 2.595
H 0.969 -1.952 -0.135
H -0.150 -1.208 -1.866
H 1.308 -0.351 -2.388
H -0.518 1.171 -1.458
H 1.042 1.328 -0.614
H 0.462 -0.278 1.066
H 0.199 1.821 1.937
H -1.956 -0.511 1.229
*
```

The calculation puts the relative energy (zero: lowest compared OMol25 entry of this formula, charge and spin) at 1.953 eV. The calculation puts the max |F| at 0.9 eV/Å. Its total energy is -10419.050 eV. As for the SMILES: O=C[C@@H](O)CCO. The value obtained for the highest occupied orbital energy is -10.13 eV.



Record 3
ORCA calculation (ωB97M-V/def2-TZVPD) on C4H8O3 in the gas phase.

ORCA input file:
```
! wB97M-V def2-TZVPD RIJCOSX def2/J DEFGRID3
* xyz 0 1
O -0.707 -1.876 -0.103
C 0.630 -1.519 -0.418
C 1.026 -0.390 0.525
C 0.141 0.805 0.246
O 0.231 1.429 -0.797
C -0.924 1.182 1.252
O -1.603 2.339 0.871
H -1.165 -2.131 -0.910
H 0.721 -1.153 -1.449
H 1.304 -2.378 -0.294
H 2.067 -0.103 0.344
H 0.925 -0.727 1.563
H -1.594 0.309 1.325
H -0.454 1.310 2.238
H -1.276 2.544 -0.021
*
```

The calculation puts the relative energy (zero: lowest compared OMol25 entry of this formula, charge and spin) at 1.290 eV. The calculation puts the max |F| at 0.6 eV/Å. Its total energy is -10419.713 eV. As for the SMILES: O=C(CO)CCO. The value obtained for the highest occupied orbital energy is -10.18 eV.



Record 4
ORCA calculation (ωB97M-V/def2-TZVPD) on 3 unconnected molecules or ions with the total composition C4H8O3 in a non-equilibrium geometry.

ORCA input file:
```
! wB97M-V def2-TZVPD RIJCOSX def2/J DEFGRID3
* xyz 0 1
C 0.756 1.343 -1.548
C 0.507 0.007 2.126
C -0.543 0.908 1.825
O -1.293 0.839 0.859
C 0.860 0.088 -2.202
O 0.719 -0.976 -1.634
H 0.299 1.361 -0.548
H 0.902 2.252 -2.087
H 0.662 -0.945 1.672
H 1.239 0.384 2.845
H -0.612 1.781 2.480
H 0.945 0.116 -3.306
H -1.042 -0.983 0.402
H -0.395 -1.960 -0.485
O -0.920 -1.939 0.316
*
```

The calculation puts the relative energy (zero: lowest compared OMol25 entry of this formula, charge and spin) at 7.005 eV. The calculation puts the max |F| at 1.8 eV/Å. Its total energy is -10413.999 eV. The value obtained for the highest occupied orbital energy is -8.16 eV.